Computed, not measured: 3 unconnected molecules or ions with the total composition C32H66N7O10 at a distorted geometry, with ωB97M-V/def2-TZVPD.

- net charge = +1
- DFT total energy (a.u.) = -2394.229011
- strongest force on any atom (Eh/bohr) = 0.029
- gap between HOMO and LUMO (eV) = 7.9
- HOMO (eV) = -11.51

Each line ends with the Löwdin charge.
Element x y z (Å)
C: -4.11 -6.81 2.94  -0.1139
C: -2.99 -5.78 3.11  -0.2653
C: -2.00 -5.76 1.94  -0.2043
C: -1.34 -4.36 1.80  -0.2012
C: 0.12 -4.40 1.30  -0.1781
C: 1.15 -3.81 2.30  -0.1823
C: 2.01 -2.67 1.70  -0.1885
C: 1.43 -1.30 2.16  -0.1883
C: 1.79 -0.12 1.23  -0.1433
C: 0.52 0.64 0.76  -0.1498
N: 0.31 0.46 -0.69  -0.0460
C: -0.14 -0.91 -1.05  -0.1157
C: -1.60 -1.27 -0.70  -0.1237
C: -1.98 -2.52 -1.54  -0.1583
C: -3.43 -2.48 -2.08  -0.1898
N: -3.53 -2.93 -3.48  0.0004
C: -4.26 -4.15 -3.62  -0.5408
N: -3.67 -5.26 -3.54  0.1571
N: -5.67 -4.08 -3.89  0.0830
C: -0.48 1.45 -1.24  -0.2829
N: -1.50 2.03 -0.47  0.1136
C: -2.67 2.50 -1.21  -0.2028
O: -3.52 3.15 -0.27  -0.0987
N: -3.38 4.58 -0.34  0.0433
O: -2.38 4.92 0.14  0.0969
N: -0.23 1.80 -2.46  0.1783
C: 0.84 1.24 -3.30  -0.1213
C: 0.57 1.57 -4.77  -0.1415
C: -0.50 0.61 -5.36  -0.1878
C: 0.04 -0.26 -6.50  -0.1447
C: 0.72 -1.57 -6.04  -0.1395
O: 0.35 -1.93 -4.70  -0.0584
C: 1.32 -2.62 -4.03  -0.5296
C: 0.84 -3.85 -3.26  0.0409
O: 2.46 -2.28 -4.00  0.1250
H: -4.49 -6.85 1.91  0.0663
H: -3.80 -7.81 3.24  0.0711
H: -4.97 -6.55 3.56  0.0674
H: -3.45 -4.79 3.24  0.1002
H: -2.47 -6.00 4.04  0.1082
H: -1.23 -6.53 2.06  0.1087
H: -2.56 -5.98 1.03  0.1038
H: -1.98 -3.80 1.12  0.0783
H: -1.40 -3.85 2.76  0.0982
H: 0.23 -3.92 0.32  0.0765
H: 0.38 -5.45 1.13  0.1016
H: 0.63 -3.43 3.18  0.0992
H: 1.82 -4.61 2.61  0.1064
H: 3.03 -2.76 2.07  0.1101
H: 1.99 -2.70 0.61  0.0843
H: 0.35 -1.44 2.23  0.0970
H: 1.78 -1.06 3.17  0.1176
H: 2.30 -0.48 0.33  0.1115
H: 2.48 0.58 1.70  0.1036
H: 0.71 1.70 0.92  0.1144
H: -0.35 0.39 1.36  0.1222
H: 0.04 -1.11 -2.10  0.0944
H: 0.50 -1.59 -0.49  0.1097
H: -1.70 -1.55 0.34  0.1086
H: -2.32 -0.49 -0.96  0.0891
H: -1.32 -2.65 -2.39  0.0639
H: -1.89 -3.43 -0.94  0.0977
H: -3.88 -1.49 -1.99  0.0993
H: -4.04 -3.16 -1.47  0.1180
H: -2.62 -3.15 -3.86  0.0841
H: -4.35 -6.00 -3.69  0.0581
H: -6.10 -3.48 -3.19  0.0725
H: -5.83 -3.68 -4.80  0.0790
H: -1.16 2.74 0.17  0.1362
H: -2.43 3.25 -1.98  0.1192
H: -3.24 1.68 -1.63  0.1352
H: -0.79 2.53 -2.89  0.1495
H: 1.78 1.64 -2.93  0.1423
H: 0.88 0.16 -3.22  0.0924
H: 0.24 2.61 -4.83  0.1117
H: 1.52 1.43 -5.27  0.1219
H: -0.96 0.01 -4.57  0.1004
H: -1.31 1.22 -5.77  0.1114
H: 0.78 0.32 -7.06  0.1135
H: -0.77 -0.50 -7.19  0.1120
H: 0.38 -2.38 -6.69  0.1309
H: 1.79 -1.48 -6.16  0.1231
H: -0.25 -3.91 -3.34  0.0603
H: 1.30 -4.73 -3.69  0.1023
H: 1.11 -3.71 -2.22  0.0812
C: -0.16 6.98 0.85  -0.0807
C: 0.67 8.22 1.11  -0.2015
O: 0.67 8.57 2.50  0.0502
C: 1.46 7.81 3.26  -0.5979
O: 2.14 6.90 2.86  0.0977
O: 1.34 8.22 4.51  0.0217
C: 2.09 7.46 5.46  -0.0262
H: -1.17 7.10 1.24  0.0766
H: -0.21 6.77 -0.22  0.0748
H: 0.28 6.12 1.35  0.0645
H: 0.26 9.08 0.58  0.1270
H: 1.70 8.09 0.76  0.1260
H: 3.14 7.38 5.17  0.0988
H: 1.66 6.46 5.57  0.0885
H: 2.02 7.98 6.41  0.0986
C: 2.41 3.81 3.24  -0.0644
C: 3.12 3.86 4.58  -0.2073
O: 3.71 2.60 4.91  0.0388
C: 4.87 2.33 4.30  -0.6164
O: 5.44 3.06 3.53  0.1278
O: 5.28 1.13 4.70  0.0035
C: 6.49 0.69 4.09  -0.0370
H: 1.69 2.99 3.23  0.0710
H: 1.89 4.75 3.05  0.0455
H: 3.12 3.65 2.43  0.0813
H: 2.40 4.06 5.38  0.1188
H: 3.87 4.65 4.60  0.1257
H: 7.28 1.44 4.20  0.0978
H: 6.33 0.48 3.04  0.0961
H: 6.79 -0.22 4.61  0.0944